No. 1
{
  "formula": "C3H2CsFLiO4",
  "method": "ωB97M-V/def2-TZVPD",
  "total_energy_ha": -543.8916,
  "s2": 0.759,
  "charge": 0,
  "spin_multiplicity": 2,
  "largest_force_ev_per_a": 5.75,
  "e_homo_ev": [-5.83, -5.82],
  "homo_lumo_gap_ha": [0.1622, 0.1622],
  "e_above_lowest_ev": 2.3052,
  "lumo_ev": [-1.4156, -1.4105],
  "species": ["H", "F", "C", "H", "O", "C", "C", "O", "O", "O", "Cs", "Li"],
  "coordinates": [[-0.237, 1.545, 2.644], [-1.974, 0.975, 3.500], [-1.576, 3.182, 3.012], [-2.531, 3.372, 3.504], [-0.292, 0.837, -1.552], [-1.174, -0.048, -1.463], [-1.287, 1.797, 2.667], [-1.442, -0.755, -2.445], [-0.766, 4.090, 2.816], [-1.409, -0.500, -0.317], [2.208, -1.842, -0.873], [0.714, 3.843, 1.569]],
  "forces_ev_per_a": [[0.4, -0.3, -0.2], [-1.0, -1.9, 0.2], [0.0, -5.7, -0.5], [-0.3, 0.1, 0.0], [0.7, 1.9, -0.1], [2.9, -1.6, 0.1], [-0.8, 4.5, 1.5], [-1.4, -0.5, -1.4], [2.8, 3.2, -1.7], [-1.2, -0.2, 1.5], [-0.9, 0.4, -0.1], [-1.4, 0.0, 0.7]]
}

No. 2
{
  "formula": "C3H2CsFO2",
  "method": "ωB97M-V/def2-TZVPD",
  "total_energy_ha": -385.5697,
  "s2": 0.757,
  "charge": 1,
  "spin_multiplicity": 2,
  "largest_force_ev_per_a": 5.04,
  "e_homo_ev": [-11.73, -11.65],
  "homo_lumo_gap_ha": [0.2810, 0.2020],
  "e_above_lowest_ev": 4.3378,
  "lumo_ev": [-4.0842, -6.1514],
  "species": ["H", "F", "C", "H", "O", "C", "C", "O", "Cs"],
  "coordinates": [[1.317, 0.712, -0.859], [-0.154, 2.096, -0.631], [0.119, 1.087, 0.220], [1.788, -0.307, 0.499], [0.153, -1.256, -0.255], [0.829, -0.187, -0.071], [-0.776, 1.050, 1.294], [-1.813, 0.798, 1.745], [-1.463, -3.991, -1.940]],
  "forces_ev_per_a": [[0.2, -2.9, -1.0], [0.6, -0.9, 1.0], [-2.0, 0.1, 1.8], [-0.6, 0.4, 0.1], [-1.7, -0.3, -1.1], [4.2, 2.7, -0.4], [-3.7, 0.2, -1.0], [2.7, 0.3, 0.3], [0.2, 0.4, 0.2]]
}

No. 3
{
  "formula": "C3H2CuLiO2",
  "method": "ωB97M-V/def2-TZVPD",
  "total_energy_ha": -1913.5501,
  "s2": 0.755,
  "charge": 1,
  "spin_multiplicity": 2,
  "largest_force_ev_per_a": 3.45,
  "e_homo_ev": [-12.60, -13.53],
  "homo_lumo_gap_ha": [0.2871, 0.2843],
  "e_above_lowest_ev": 2.2054,
  "lumo_ev": [-4.7844, -5.7959],
  "species": ["H", "Li", "C", "C", "C", "O", "Cu", "H", "O"],
  "coordinates": [[-1.189, 0.131, -1.440], [-1.371, -1.492, 0.925], [0.156, 0.301, 0.767], [-0.656, 0.707, -0.670], [0.628, -0.673, -0.168], [1.874, -0.750, -0.474], [2.429, -0.439, 1.432], [-0.583, 1.760, -0.959], [-1.289, 0.454, 0.587]],
  "forces_ev_per_a": [[0.9, -0.1, 0.1], [0.0, 0.3, -0.2], [-1.0, 0.4, -0.8], [-1.6, 0.8, 0.3], [3.4, -0.5, -0.6], [-3.0, -0.5, 0.6], [0.1, 0.4, 0.0], [0.4, -0.3, 0.5], [0.8, -0.6, 0.1]]
}

No. 4
{
  "formula": "C3H2CuLiO3",
  "method": "ωB97M-V/def2-TZVPD",
  "total_energy_ha": -1989.0803,
  "s2": 0.755,
  "charge": -1,
  "spin_multiplicity": 2,
  "largest_force_ev_per_a": 2.39,
  "e_homo_ev": [-1.39, -2.30],
  "homo_lumo_gap_ha": [0.0963, 0.1300],
  "e_above_lowest_ev": 1.1681,
  "lumo_ev": [1.2339, 1.2339],
  "species": ["C", "C", "H", "Li", "O", "O", "O", "H", "C", "Cu"],
  "coordinates": [[0.210, 0.336, -0.078], [1.007, 1.512, -0.380], [-0.449, -0.096, -0.841], [-0.483, -3.541, 1.591], [-0.887, -1.968, 0.623], [0.929, -0.686, 0.607], [0.557, 2.372, -1.199], [0.097, 1.353, 0.818], [0.299, -1.801, 1.008], [-1.279, 2.519, -2.152]],
  "forces_ev_per_a": [[1.1, 1.6, 0.5], [0.8, 0.0, -0.2], [-0.7, 0.4, 0.4], [0.2, 1.0, -0.4], [-0.3, -0.6, 0.4], [0.0, -0.1, 0.6], [-0.7, -0.1, -0.4], [-0.9, -2.1, -0.8], [0.1, 0.0, -0.3], [0.5, -0.1, 0.2]]
}

No. 5
{
  "formula": "C3H2CuLiO3",
  "method": "ωB97M-V/def2-TZVPD",
  "total_energy_ha": -1988.8273,
  "s2": 0.753,
  "charge": 1,
  "spin_multiplicity": 2,
  "largest_force_ev_per_a": 3.11,
  "e_homo_ev": [-11.46, -11.45],
  "homo_lumo_gap_ha": [0.2173, 0.2176],
  "e_above_lowest_ev": 3.6542,
  "lumo_ev": [-5.5447, -5.5314],
  "species": ["O", "C", "Li", "O", "O", "C", "C", "H", "H", "Cu"],
  "coordinates": [[2.514, -0.046, 0.431], [0.210, 0.075, -0.130], [-4.018, 0.223, -0.700], [-2.361, 0.611, 0.226], [-0.778, -0.835, -0.417], [-2.106, -0.383, -0.466], [1.391, -0.494, 0.502], [0.284, 0.250, 1.213], [0.411, 0.826, -0.905], [4.451, -0.227, 0.247]],
  "forces_ev_per_a": [[1.2, 0.3, 0.4], [0.9, -2.0, 2.2], [0.5, -0.1, 0.2], [0.3, -0.1, -0.4], [0.2, 0.4, 0.0], [-0.8, 0.2, 0.2], [-0.7, -0.2, -1.7], [-0.9, 1.1, -1.8], [-0.3, 0.5, 0.8], [-0.5, 0.0, 0.1]]
}

No. 6
{
  "formula": "C3H2CuO3",
  "method": "ωB97M-V/def2-TZVPD",
  "total_energy_ha": -1981.3286,
  "charge": 1,
  "spin_multiplicity": 1,
  "largest_force_ev_per_a": 3.53,
  "e_homo_ev": -13.69,
  "homo_lumo_gap_ha": 0.2805,
  "e_above_lowest_ev": 2.0299,
  "lumo_ev": -6.0516,
  "species": ["C", "Cu", "O", "O", "C", "H", "C", "H", "O"],
  "coordinates": [[-0.856, 1.243, 0.031], [3.599, 0.429, -0.445], [-0.297, -1.067, 0.119], [0.418, 1.063, 0.237], [-1.454, -0.099, -0.027], [-2.158, -0.273, 0.800], [0.776, -0.375, 0.257], [-1.947, -0.285, -0.992], [1.919, -0.637, 0.021]],
  "forces_ev_per_a": [[0.0, 0.3, 0.1], [-0.5, -0.3, 0.2], [0.0, 0.1, 0.6], [0.1, -0.9, 0.5], [0.1, -0.5, 0.3], [0.2, 0.0, -0.2], [-1.6, 2.0, -2.5], [0.3, -0.1, 0.3], [1.4, -0.7, 0.7]]
}